## w
{
  "formula": "CHN2OS",
  "method": "the ωB97M-V functional and the def2-TZVPD basis",
  "elements": ["C", "N", "N", "O", "S", "H"],
  "coordinates": [[1.058, 0.287, -0.021], [1.915, 0.854, -0.606], [0.042, -0.305, 0.572], [0.086, -1.736, 0.111], [-1.302, 0.694, 0.521], [-1.799, 0.207, -0.577]],
  "charge": -1,
  "multiplicity": 3,
  "s_squared": 2.017,
  "lumo_energy_ev": [4.08, 3.14],
  "orbital_gap_ev": [4.22, 7.81]
}

---

## x
{
  "formula": "CHN2OS",
  "method": "the ωB97M-V functional and the def2-TZVPD basis",
  "elements": ["C", "N", "N", "O", "S", "H"],
  "coordinates": [[1.161, -0.979, 0.284], [-1.354, 0.755, -0.507], [-1.375, 1.364, 0.501], [0.032, -1.198, 0.132], [2.258, 0.219, -0.075], [-0.723, -0.160, -0.335]],
  "charge": -1,
  "multiplicity": 3,
  "s_squared": 2.008,
  "lumo_energy_ev": [3.96, 3.85],
  "orbital_gap_ev": [5.67, 8.16]
}

---

x has the most favorable energy; the next structure is 85.6 kcal/mol above.